1.
Density functional theory data (the ωB97M-V functional and the def2-TZVPD basis) for a cluster of 2 separate species, C2H5Cl2N2O in total at a distorted geometry.

Atoms and positions in Å:
H 2.8600 0.3268 -0.6151
C -0.7477 -0.6035 0.2798
H -2.9969 -1.1640 1.2341
Cl 4.4944 1.9969 -0.9227
H -3.9314 -0.8966 -0.2071
H 3.1460 1.2716 0.8693
N 0.2725 -1.2682 0.2723
H -2.6934 -2.0584 -0.1410
O -2.0509 -0.1562 -0.1671
C 3.0241 1.3255 -0.2119
N -2.9942 -1.1068 0.1913
Cl 1.6174 2.3330 -0.5820

The relative energy (zero: lowest compared OMol25 entry of this formula, charge and spin) comes out at 14.97 kcal/mol. As for the LUMO energy: -5.673 eV. As for the calculated total energy: -1183.8957 Ha. The calculation puts the HOMO energy at -0.4837 Ha. Its orbital gap is 7.49 eV. The molecular weight is 144.0 g/mol. As for the charge: +1.

***

2.
Density functional theory data (the ωB97M-V functional and the def2-TZVPD basis) for a cluster of 16 separate species, C6H38O15 in total at a distorted geometry.

Atoms and positions in Å:
H 2.5663 2.1296 0.7112
H -0.4553 -3.5506 -1.8919
O -0.4791 -0.2409 4.2653
O 2.4275 1.2835 0.2347
H -1.2078 0.4284 1.8048
H 1.9185 -2.6568 0.0879
H 0.0375 2.1119 -2.6160
H -2.9523 -0.7612 2.1118
H -4.3957 -0.4632 0.2707
H 0.9075 0.4920 3.5399
H -3.1243 0.1349 -0.2435
H 3.4104 -1.3362 1.7940
H 1.4502 -3.4284 1.6288
O 1.6785 1.8228 -2.2868
O -3.4882 -0.2787 0.4863
C 0.2246 -0.4602 0.4921
H 1.9727 1.5987 -1.3670
H -0.1095 -1.6854 2.2653
O -0.4606 -2.6850 -1.6328
O 1.6176 0.8948 3.0533
H -2.1972 -1.9841 2.1511
H 1.8580 -1.3837 -2.8920
H 0.5265 -2.4095 -1.6449
O 2.0477 -1.8600 -2.0655
O -2.1315 -2.6089 0.4721
H -1.0794 -1.6219 -2.7777
H -3.5568 1.1817 -2.3083
H 1.9044 3.8684 2.1873
H -1.9908 3.5337 -0.2748
H -2.5869 2.3639 1.0799
H 2.3251 2.3834 -2.6259
O 3.6464 -0.4127 1.9000
H 1.2457 0.8083 2.0924
H 2.2970 2.4926 2.6839
O -0.8892 2.1799 -3.0180
H 3.0128 0.6530 0.6101
H 3.0602 0.0200 2.5279
O -2.4574 -1.2765 2.7671
C -0.8103 1.7624 0.1082
H -1.9114 -0.2795 -2.8466
H -0.9338 0.1790 5.0338
C 1.3139 -2.6034 0.9864
C -0.6238 0.5207 0.8728
H -2.0920 1.4366 -2.0344
C -1.8408 2.5751 0.3182
H -0.9277 1.5938 -3.7252
O 2.5733 3.2067 2.0980
H 2.4070 -1.2328 -1.5066
H 0.7510 -0.4216 -0.4607
H -1.2084 -0.6569 3.6882
O -1.3187 -0.8639 -3.3912
C 0.4666 -1.6317 1.3155
O -2.8364 0.7767 -1.8927
H -2.6376 -1.8215 0.2642
H -0.0309 1.9353 -0.6111
H 1.3777 0.5936 -3.4053
O 1.2087 -0.2172 -3.9651
H 0.3024 -0.3765 -3.8231
H -1.4231 -2.6119 -0.2342

The relative energy (zero: lowest compared OMol25 entry of this formula, charge and spin) comes out at 11.62 kcal/mol. As for the LUMO energy: 0.092 eV. As for the calculated total energy: -1380.0045 Ha. The calculation puts the HOMO energy at -0.3153 Ha. Its orbital gap is 8.67 eV. The molecular weight is 350.4 g/mol. As for the charge: 0.

***

3.
Density functional theory data (the ωB97M-V functional and the def2-TZVPD basis) for a cluster of 3 separate species, C3H14NO2S in total at a distorted geometry.

Atoms and positions in Å:
H 0.8792 -2.0696 0.7610
H 0.2769 0.2757 1.4378
C 1.3750 -1.8024 -0.1258
H -1.2819 -0.8803 -0.5215
N 0.7310 0.5326 0.4915
C 0.7657 -0.4621 -0.6619
H 1.4716 -0.0235 -1.3166
H 1.8042 0.7329 0.6649
O -0.6456 -0.2063 3.1872
H -0.6253 -1.6129 -1.9243
H -1.3549 0.4013 3.3907
H -1.0649 3.4259 -0.8606
H 1.4537 -2.6074 -0.8631
C -0.5844 -0.6540 -1.3321
H 0.2838 1.4386 0.1086
H 2.4764 -1.6844 0.1989
H -0.8350 -1.1720 3.3166
O -1.1616 2.8017 -0.0651
S -0.8442 0.6165 -2.5955
H -1.9363 3.2068 0.2588
H -1.1834 -0.2572 -3.5495

The relative energy (zero: lowest compared OMol25 entry of this formula, charge and spin) comes out at 0.00 kcal/mol. As for the LUMO energy (spin up / spin down): -7.817 / -12.919 eV. As for the calculated total energy: -725.3914 Ha. The calculation puts the HOMO energy (spin up / spin down) at -0.6857 / -0.6857 Ha. Its orbital gap (spin up / spin down) is 10.84 / 5.74 eV. The spin multiplicity is 2. The molecular weight is 128.2 g/mol. As for the charge: +2.

***

> The highest calculated total energy belongs to which entry?

C3H14NO2S

***

> Number 2 is which compound?

C6H38O15